Record 1
102
Properties=species:S:1:pos:R:3 method="wB97M-V/def2-TZVPD" gap_ev="6.59 / 6.47" e_lumo_ev="2.6 / 2.6" relative_energy_kcal_mol=18.7 total_energy_ha=-2772.4180 charge=-1 spin_multiplicity=2
Ru 0.3073 0.8011 0.1373
N -1.7847 3.5223 -3.0151
C -1.2335 2.8460 -1.9387
S 0.4653 2.8918 -1.7359
N -2.0975 2.2859 -1.1480
N -1.5381 1.7853 0.0175
C -2.4109 1.6910 0.9639
C -2.1413 1.5309 2.3744
C -3.2266 1.5543 3.2555
C -3.0596 1.5916 4.6261
C -1.7588 1.6405 5.1344
C -0.6686 1.6227 4.2907
C -0.8155 1.5323 2.8836
O 0.2361 1.4550 2.1353
H -1.1724 3.5848 -3.8101
H -2.7307 3.2400 -3.2245
H -3.4400 1.8981 0.6703
H -4.2271 1.5749 2.8343
H -3.9157 1.6132 5.2877
H -1.6009 1.6950 6.2063
H 0.3412 1.6519 4.6827
C 2.4263 3.7015 0.5328
N 2.2616 2.2512 0.5054
C 3.2953 1.5464 0.7559
C 3.1929 0.1289 0.8423
C 4.1357 -0.8334 1.1964
C 3.4401 -2.0503 1.2310
C 2.1206 -1.7542 0.8908
N 1.9654 -0.4409 0.6530
C 2.9100 4.2284 1.8636
C 3.9058 5.1951 1.9270
C 4.3228 5.7096 3.1493
C 3.7470 5.2559 4.3250
C 2.7553 4.2826 4.2692
C 2.3405 3.7707 3.0511
H 1.4587 4.1418 0.2926
H 3.1170 4.0205 -0.2560
H 4.2698 2.0080 0.9498
H 5.1768 -0.6542 1.4167
H 3.8335 -3.0262 1.4694
H 1.2892 -2.4322 0.8136
H 4.3630 5.5498 1.0100
H 5.1028 6.4605 3.1815
H 4.0693 5.6543 5.2792
H 2.3006 3.9210 5.1837
H 1.5826 2.9986 2.9953
C -1.1822 -3.2822 -0.8617
C -1.7468 -2.3995 -1.9796
C -2.4597 -3.3004 -2.9914
C -2.7929 -1.4932 -1.3243
P -0.3128 -1.3036 -2.6047
N 0.0716 -0.2657 -1.5403
C -0.9253 -0.6149 -4.2941
C 0.0272 0.4873 -4.7636
C -1.0692 -1.6084 -5.4534
C -2.2981 0.0320 -4.0576
C 1.1777 -2.4309 -3.0587
C 1.9710 -2.6922 -1.7769
C 0.8796 -3.7699 -3.7379
C 2.1303 -1.6223 -3.9525
H -2.0162 -3.7362 -0.3153
H -0.6098 -2.6811 -0.1616
H -0.5614 -4.0912 -1.2417
H -3.1619 -3.9391 -2.4438
H -1.7816 -3.9551 -3.5365
H -3.0449 -2.7294 -3.7121
H -3.4599 -2.1235 -0.7306
H -3.4074 -0.9616 -2.0489
H -2.3233 -0.7700 -0.6633
H 0.8743 0.0939 -5.3204
H 0.4077 1.0704 -3.9310
H -0.5155 1.1535 -5.4409
H -0.1080 -1.9831 -5.8002
H -1.5278 -1.0803 -6.2972
H -1.7062 -2.4613 -5.2193
H -2.2966 0.6646 -3.1689
H -3.0906 -0.7116 -3.9642
H -2.5439 0.6558 -4.9233
H 1.4959 -3.4122 -1.1161
H 2.1110 -1.7646 -1.2271
H 2.9575 -3.0868 -2.0405
H 0.3585 -4.4575 -3.0734
H 1.8328 -4.2416 -4.0019
H 0.2994 -3.6718 -4.6549
H 2.2705 -0.6130 -3.5633
H 1.7933 -1.5631 -4.9850
H 3.1055 -2.1181 -3.9570
C -1.9001 -1.9993 4.7677
N -1.8969 -1.7613 3.3375
C -3.1537 -1.7359 2.6141
C -0.7853 -1.3847 2.6617
C 0.5134 -1.3607 3.4269
O -0.8592 -1.1178 1.4583
H -2.8031 -2.5491 5.0278
H -1.8846 -1.0650 5.3369
H -1.0459 -2.6061 5.0638
H -3.9574 -2.0170 3.2916
H -3.1227 -2.4325 1.7791
H -3.3518 -0.7401 2.2097
H 0.3889 -0.9465 4.4239
H 1.2299 -0.7667 2.8701
H 0.8954 -2.3814 3.5099

Record 2
108
Properties=species:S:1:pos:R:3 method="wB97M-V/def2-TZVPD" gap_ev=9.06 e_lumo_ev=-0.3 relative_energy_kcal_mol=99.0 total_energy_ha=-2758.4544 charge=0 smiles="O=C1CCCO1.O=C1CCCO1.O=C1CCCO1.O=C1CCCO1.O=C1CCCO1.O=C1CCCO1.O=C1CCCO1.O=C1CCCO1.O=C1CCCO1"
O -17.8057 -5.1221 -7.0320
C -18.0297 -5.9624 -6.1589
C -17.0259 -7.0720 -5.7830
C -17.8706 -7.8695 -4.8556
C -19.1327 -7.0377 -4.4730
O -19.2313 -6.0386 -5.4772
H -16.6515 -7.6638 -6.6183
H -16.2032 -6.5456 -5.2990
H -18.1586 -8.7548 -5.4225
H -17.2628 -8.1953 -4.0115
H -20.0420 -7.6381 -4.4987
H -19.1032 -6.5775 -3.4853
O -16.4475 -11.9314 -3.1796
C -16.0983 -11.5757 -4.3002
C -14.7464 -11.7146 -4.8539
C -14.9128 -11.0828 -6.1940
C -16.4081 -10.8786 -6.4710
O -16.9037 -10.9797 -5.1401
H -13.9898 -11.1404 -4.3191
H -14.3168 -12.7139 -4.9246
H -14.4525 -10.0964 -6.1371
H -14.3136 -11.7690 -6.7925
H -16.6196 -9.9091 -6.9218
H -16.8401 -11.6422 -7.1178
O -23.7776 -9.9124 -5.6516
C -23.3961 -10.8151 -6.4534
C -22.0912 -10.9151 -7.2170
C -22.5181 -11.8297 -8.3186
C -23.6965 -12.6527 -7.8198
O -24.2166 -11.8821 -6.7582
H -21.5770 -9.9765 -7.4240
H -21.3709 -11.4178 -6.5717
H -22.7292 -11.3520 -9.2754
H -21.6450 -12.4460 -8.5333
H -24.4687 -12.6662 -8.5889
H -23.3426 -13.5849 -7.3795
O -14.4236 -15.0038 -6.4464
C -15.4629 -15.4991 -5.9646
C -15.9600 -16.9222 -5.7133
C -17.4429 -16.8166 -5.4899
C -17.5488 -15.4718 -4.8774
O -16.4053 -14.7126 -5.4306
H -15.6486 -17.4482 -6.6158
H -15.3852 -17.2642 -4.8527
H -17.9984 -16.8271 -6.4276
H -17.7513 -17.5970 -4.7942
H -18.5249 -15.0191 -5.0516
H -17.3069 -15.4623 -3.8146
O -21.9244 -11.8972 -0.4815
C -21.1894 -11.6592 -1.4164
C -21.2861 -10.4662 -2.2952
C -20.3308 -10.8218 -3.4550
C -19.4403 -11.9483 -2.9317
O -20.2576 -12.5105 -1.8900
H -22.3207 -10.3827 -2.6279
H -21.0172 -9.5330 -1.8001
H -20.8790 -11.2880 -4.2737
H -19.7076 -9.9822 -3.7629
H -19.0210 -12.7728 -3.5084
H -18.5470 -11.6236 -2.3982
O -23.7427 -3.6793 -3.5244
C -23.4342 -4.9168 -3.5136
C -22.3725 -5.6258 -2.7226
C -22.9961 -6.9822 -2.5813
C -23.7022 -7.1832 -3.9391
O -24.1820 -5.8469 -4.2509
H -21.6076 -5.7470 -3.4896
H -22.0176 -5.2218 -1.7744
H -22.2134 -7.7351 -2.4883
H -23.5956 -7.1382 -1.6845
H -22.9451 -7.3084 -4.7132
H -24.5847 -7.8193 -3.8697
O -19.9391 -7.1638 -0.4878
C -18.7361 -7.4394 -0.5357
C -17.6302 -6.7963 0.3356
C -16.4983 -7.7911 -0.0023
C -16.9672 -8.6637 -1.2145
O -18.2588 -8.3454 -1.3833
H -17.4096 -5.7625 0.0696
H -17.9242 -6.8277 1.3848
H -15.5973 -7.2831 -0.3459
H -16.2614 -8.3806 0.8834
H -16.3428 -8.5752 -2.1035
H -16.7094 -9.6686 -0.8802
O -27.0732 -8.0388 -0.9542
C -26.4065 -8.8073 -0.3666
C -26.6858 -9.4783 0.9554
C -25.3636 -9.8012 1.5190
C -24.6066 -10.0572 0.1337
O -25.2558 -9.3242 -0.8495
H -27.3222 -8.8630 1.5915
H -27.1973 -10.4089 0.7096
H -24.8966 -8.9442 2.0042
H -25.2847 -10.7216 2.0976
H -23.5194 -10.1170 0.0840
H -24.7882 -11.1072 -0.0955
O -19.0475 -6.5959 3.4199
C -19.9428 -7.2674 2.9623
C -21.3936 -6.9651 2.7917
C -22.0023 -8.3214 2.4725
C -20.8100 -9.1454 1.9528
O -19.6605 -8.4620 2.4166
H -21.7994 -6.5613 3.7192
H -21.4829 -6.1996 2.0209
H -22.3505 -8.9057 3.3242
H -22.8117 -8.0929 1.7791
H -20.8468 -10.1707 2.3207
H -20.7115 -9.1728 0.8676

Record 3
117
Properties=species:S:1:pos:R:3 method="wB97M-V/def2-TZVPD" gap_ev=9.59 e_lumo_ev=-0.4 relative_energy_kcal_mol=169.3 total_energy_ha=-3435.5438 charge=0 smiles="C[C@H]1COC(=O)O1.C[C@H]1COC(=O)O1.C[C@H]1COC(=O)O1.C[C@H]1COC(=O)O1.C[C@H]1COC(=O)O1.C[C@H]1COC(=O)O1.C[C@H]1COC(=O)O1.C[C@H]1COC(=O)O1.C[C@H]1COC(=O)O1"
C -6.1250 -1.6797 2.7572
C -6.5899 -0.5195 1.9485
C -5.6517 0.5931 2.0422
O -5.1290 0.7237 0.7520
C -5.7519 -0.0586 -0.0913
O -5.6016 -0.0109 -1.2807
O -6.8050 -0.7335 0.5902
H -6.7344 -2.5793 2.6705
H -5.9970 -1.6114 3.8375
H -5.2163 -2.1516 2.3835
H -7.5849 -0.3819 2.3718
H -4.9179 0.3452 2.8091
H -6.3123 1.4431 2.2127
C -2.1181 -0.1156 -0.6182
C -0.6165 -0.0890 -0.5205
C 0.0529 -1.3509 -1.1358
O 1.1671 -0.8549 -1.7459
C 1.1432 0.4186 -1.9299
O 1.9569 1.0468 -2.5447
O -0.0380 0.8472 -1.3338
H -2.5095 0.8716 -0.3725
H -2.6889 -0.5848 0.1832
H -2.5558 -0.5208 -1.5306
H -0.1844 0.0085 0.4755
H -0.3807 -2.1039 -1.7939
H 0.3951 -1.8271 -0.2169
C 5.0578 4.3273 -0.2293
C 5.5496 2.8661 -0.0955
C 4.9312 1.7926 -1.1518
O 6.0814 1.4891 -1.9384
C 7.1495 2.1509 -1.5095
O 8.3244 2.0456 -1.8999
O 6.8697 2.9907 -0.5674
H 5.6829 4.9220 0.4368
H 4.0107 4.5687 -0.0466
H 5.1240 4.6807 -1.2583
H 5.6640 2.3916 0.8791
H 4.1526 2.1832 -1.8071
H 4.6462 0.8830 -0.6232
C 0.2833 3.4762 1.4973
C -0.4387 3.9947 2.7674
C 0.0410 5.3345 3.3102
O -1.1296 6.0764 3.1602
C -2.1900 5.3037 2.7847
O -3.2825 5.7943 2.4805
O -1.7382 4.1397 2.4096
H 1.2149 3.0486 1.8678
H 0.5346 4.2580 0.7805
H -0.3648 2.6701 1.1534
H -0.3782 3.1870 3.4968
H 0.7493 5.8510 2.6625
H 0.1730 5.1961 4.3833
C 1.4042 -2.8869 6.6349
C 0.8845 -3.2766 5.3040
C -0.7032 -3.5528 5.1543
O -1.1524 -2.5729 4.3384
C -0.1721 -1.7900 3.9113
O -0.4279 -0.7516 3.2768
O 0.9600 -2.1733 4.4269
H 2.4410 -2.6446 6.4013
H 1.2428 -3.5917 7.4506
H 0.9477 -2.0007 7.0759
H 1.5705 -3.9977 4.8595
H -1.1946 -3.2509 6.0793
H -0.9762 -4.5489 4.8059
C 1.4569 -7.9725 -1.6074
C 0.8921 -7.2984 -2.9465
C -0.5104 -7.6863 -3.3007
O -1.0152 -6.5021 -3.8107
C -0.2456 -5.5256 -3.3789
O -0.5403 -4.3742 -3.4281
O 0.7264 -5.9281 -2.6016
H 0.7200 -7.9726 -0.8042
H 2.3721 -7.4542 -1.3211
H 1.8872 -8.9472 -1.8369
H 1.5402 -7.4458 -3.8105
H -1.1670 -8.1373 -2.5567
H -0.4550 -8.4087 -4.1151
C -2.8830 3.6714 -1.2358
C -3.1961 2.7029 -2.4062
C -4.4932 2.9625 -3.1511
O -4.3242 2.6001 -4.5293
C -2.9695 2.4934 -4.6595
O -2.3504 2.1785 -5.7335
O -2.3143 2.6848 -3.5155
H -3.3886 4.6117 -1.4558
H -1.8067 3.8296 -1.1663
H -3.3441 3.3007 -0.3204
H -3.1695 1.7143 -1.9480
H -4.6577 4.0399 -3.1338
H -5.3745 2.4919 -2.7153
C 4.0147 -6.1315 1.8470
C 2.7276 -5.5059 1.1802
C 2.2164 -4.3118 2.0485
O 2.1192 -3.2596 1.1118
C 2.8687 -3.5183 0.0447
O 3.2083 -2.6387 -0.7346
O 3.1168 -4.8241 0.0336
H 4.6534 -5.3941 2.3331
H 4.7742 -6.4654 1.1400
H 3.6483 -6.9501 2.4664
H 1.9135 -6.2253 1.0919
H 2.9914 -4.0429 2.7663
H 1.2819 -4.4719 2.5863
C 0.6305 3.8634 -3.1249
C 1.3677 5.1324 -3.8040
C 0.5579 5.8643 -4.8880
O 0.9787 7.1889 -4.6952
C 1.3234 7.3621 -3.4519
O 1.7628 8.3582 -3.0212
O 1.4392 6.1924 -2.8918
H -0.2636 3.9469 -2.5070
H 1.2562 3.4478 -2.3351
H 0.4097 3.0134 -3.7705
H 2.3980 4.8040 -3.9410
H -0.5154 5.7294 -4.7539
H 0.9826 5.5000 -5.8234

Record 4
117
Properties=species:S:1:pos:R:3 method="wB97M-V/def2-TZVPD" gap_ev=9.65 e_lumo_ev=-0.4 relative_energy_kcal_mol=209.9 total_energy_ha=-3435.4790 charge=0 smiles="C[C@H]1COC(=O)O1.C[C@H]1COC(=O)O1.C[C@H]1COC(=O)O1.C[C@H]1COC(=O)O1.C[C@H]1COC(=O)O1.C[C@H]1COC(=O)O1.C[C@H]1COC(=O)O1.C[C@H]1COC(=O)O1.C[C@H]1COC(=O)O1"
C -1.4987 1.6724 4.9683
C -2.8182 1.4200 4.2412
C -2.9327 1.5071 2.8216
O -3.1992 0.1812 2.2697
C -3.3215 -0.6273 3.3092
O -3.6281 -1.8548 3.2763
O -3.1506 0.0206 4.4313
H -0.6543 1.8088 4.2926
H -1.2441 0.8980 5.6919
H -1.6275 2.5661 5.5788
H -3.5802 1.9709 4.7925
H -2.0796 2.1385 2.5734
H -3.6695 2.3086 2.7677
C -2.6292 0.9906 -3.9822
C -2.4462 0.8204 -5.4747
C -3.7335 0.8103 -6.3339
O -3.4966 1.8271 -7.2120
C -2.1881 2.2769 -7.0394
O -1.5628 3.1464 -7.7878
O -1.7874 1.9676 -5.8643
H -1.8743 1.3199 -3.2682
H -2.8773 0.0121 -3.5711
H -3.4479 1.6937 -3.8286
H -1.8469 -0.0711 -5.6595
H -4.6469 0.8159 -5.7392
H -3.7819 -0.0923 -6.9431
C 3.0594 -3.1767 6.6500
C 1.8630 -2.8506 5.7643
C 1.3554 -1.3805 6.1197
O 1.2137 -0.7988 4.8439
C 2.1071 -1.3505 3.9435
O 2.3435 -1.0751 2.7858
O 2.4541 -2.5940 4.4146
H 2.8221 -2.7083 7.6052
H 4.0196 -2.8081 6.2891
H 3.1457 -4.2320 6.9090
H 1.1094 -3.6164 5.5808
H 1.9706 -0.7669 6.7778
H 0.4422 -1.6132 6.6675
C 0.0463 -1.0604 0.5869
C 0.1625 0.5304 0.5732
C 0.6259 1.0739 -0.7345
O 0.0221 2.3712 -0.6604
C -1.1166 2.3252 -0.1633
O -1.9678 3.2742 -0.3319
O -1.1335 1.1224 0.6126
H 1.0559 -1.4275 0.7716
H -0.2629 -1.5021 -0.3604
H -0.5938 -1.5108 1.3455
H 0.7758 0.9653 1.3624
H 0.3745 0.4840 -1.6160
H 1.7039 1.1301 -0.5832
C 1.3126 -4.2089 -0.5692
C 2.5553 -4.8978 -1.1561
C 3.8677 -4.0900 -0.8189
O 4.6853 -4.9429 -0.0452
C 3.9279 -6.0493 0.2883
O 4.1813 -6.8580 1.1656
O 2.8202 -6.0453 -0.3597
H 0.4887 -4.8090 -0.9553
H 1.3282 -3.1762 -0.9179
H 1.3121 -4.0874 0.5140
H 2.5681 -5.1482 -2.2168
H 3.7513 -3.1509 -0.2780
H 4.5320 -3.9122 -1.6646
C -1.3496 5.4457 2.2747
C -1.7373 7.0061 2.2425
C -2.8550 7.5508 1.2331
O -3.4967 8.5913 2.0195
C -3.4438 8.1432 3.2762
O -4.1196 8.5316 4.1598
O -2.5529 7.1787 3.4153
H -2.1904 4.7898 2.0492
H -0.8778 5.2867 3.2444
H -0.7518 5.1241 1.4220
H -0.8388 7.6230 2.2266
H -3.5699 6.7707 0.9713
H -2.3409 8.0361 0.4035
C 1.5970 3.2846 -5.1013
C 0.7300 4.2957 -4.3484
C 0.5374 4.3380 -2.8416
O 1.0796 5.5265 -2.5429
C 1.3905 6.1574 -3.6051
O 1.8357 7.2502 -3.4777
O 1.0642 5.5585 -4.6895
H 1.5713 3.2338 -6.1898
H 1.5150 2.3196 -4.6010
H 2.6609 3.3582 -4.8761
H -0.1973 3.9890 -4.8323
H 1.1202 3.5440 -2.3747
H -0.5371 4.3756 -2.6623
C 1.4863 -0.8857 -4.6540
C 1.7231 -2.1753 -5.5529
C 2.8947 -2.0312 -6.5481
O 3.8855 -3.0470 -6.1966
C 3.4745 -3.6442 -5.0521
O 4.0021 -4.6092 -4.5687
O 2.2836 -3.0140 -4.6134
H 2.5110 -0.5204 -4.5849
H 0.9234 -1.1587 -3.7614
H 0.9145 -0.0967 -5.1426
H 0.8638 -2.5721 -6.0935
H 3.4403 -1.1022 -6.3830
H 2.4931 -2.0714 -7.5606
C -1.4749 -4.5988 5.0524
C -1.1926 -5.4727 3.8386
C -0.9452 -4.6920 2.5535
O -0.0672 -5.6544 1.9213
C 0.6032 -6.3287 2.8937
O 1.5846 -7.0703 2.6433
O 0.0067 -6.1138 4.0431
H -1.2045 -5.0181 6.0216
H -2.4699 -4.1911 5.2308
H -0.9847 -3.6378 4.8967
H -1.9335 -6.2560 3.6787
H -0.3870 -3.7641 2.6785
H -1.8798 -4.5400 2.0136